20
Properties=species:S:1:pos:R:3:forces:R:3:lowdin_charge:R:1 method="wB97M-V/def2-TZVPD" lumo_ev=0.51 e_above_lowest_kcal_mol=87.4 charge=0 fmax_ev_per_a=5.1 e_homo_ev=-7.4 orbital_gap_ev=7.886
C 2.843307 0.050023 0.208018 -0.82 -0.18 -1.49 -0.0695
C 2.571684 -1.177388 -0.370626 -2.67 2.29 1.31 -0.0920
C 1.773087 0.913746 0.367231 -0.32 1.42 2.20 -0.0293
C 1.297778 -1.632472 -0.557023 -2.02 -2.07 0.56 -0.0041
C 0.454132 0.522019 0.152990 -0.34 -0.56 -0.71 -0.1390
C 0.225274 -0.815077 -0.226341 -0.90 1.25 -0.41 -0.1594
C -0.731441 1.411870 0.303710 -1.34 -4.04 -1.28 -0.1526
C -2.148976 -0.424500 -0.148737 1.90 3.38 3.26 -0.4780
O -1.100983 -1.254124 -0.378530 1.05 -1.18 -1.16 0.0539
O -0.835688 2.436605 -0.550694 0.37 1.16 -1.04 0.0257
O -2.723185 -0.733378 1.087248 -1.20 1.13 -0.99 0.0635
O -3.090955 -0.366802 -1.090892 -0.41 0.06 -1.53 0.1076
H 3.876412 0.289323 0.221995 0.63 0.75 0.63 0.0949
H 3.304605 -1.708305 -0.753888 3.65 -2.78 -1.29 0.0581
H 1.842305 1.879226 0.950172 0.43 -0.84 -1.22 0.1389
H 1.077114 -2.721113 -0.766245 0.38 1.47 -0.27 0.1443
H -0.945913 1.574550 1.306129 -0.84 0.63 1.85 0.0984
H -1.617425 2.978144 -0.395963 0.09 -0.23 0.23 0.1121
H -2.144893 -1.328304 1.513045 1.06 -1.09 0.91 0.0802
H -3.926233 0.105963 -0.871591 1.29 -0.55 0.45 0.1463